Entry from the Open Molecules 2025 dataset: 2 unconnected molecules or ions with the total composition C8H19N5 in a non-equilibrium geometry (wB97M-V/def2-TZVPD).

Calculated values
E_tot = -589.21886 Eh
LUMO (alpha / beta) = -8.254 / -8.255 eV
HOMO energy (alpha / beta) = -12.76 / -12.76 eV
ΔE to the lowest compared entry with this formula, charge and spin = 113.5 kcal/mol
frontier orbital gap (alpha / beta) = 4.51 / 4.51 eV
total charge = +2

Last column: natural (NBO) charge in e.
Cartesian coordinates (Å):
C1 -2.253 0.816 0.178  0.039
C2 -1.028 0.769 0.350  0.001
C3 1.202 -2.745 0.263  -0.103
C4 3.516 0.965 -0.679  -0.622
C5 -3.597 0.974 -0.268  -0.284
C6 2.566 0.947 0.558  -0.242
C7 0.283 0.521 0.500  0.017
C8 0.693 -2.276 -0.896  -0.116
N1 0.450 -3.225 1.358  -0.855
N2 1.198 2.422 -0.604  -0.530
N3 1.249 1.315 0.123  0.005
N4 -4.451 1.750 0.884  -0.649
N5 -0.553 -2.397 -1.431  -0.824
H1 2.369 -2.470 0.426  0.214
H2 3.075 0.434 -1.591  0.235
H3 3.695 1.927 -0.992  0.216
H4 4.502 0.662 -0.412  0.258
H5 -4.218 0.098 -0.285  0.269
H6 -3.637 1.474 -1.270  0.293
H7 2.564 -0.039 0.951  0.241
H8 2.892 1.679 1.277  0.239
H9 0.725 -0.383 0.923  0.299
H10 1.450 -1.854 -1.681  0.206
H11 0.985 -3.802 2.123  0.422
H12 1.914 3.085 -0.282  0.413
H13 0.247 2.742 -0.511  0.388
H14 -5.422 1.626 0.753  0.453
H15 -4.068 2.627 0.704  0.441
H16 -4.206 1.438 1.776  0.441
H17 -1.105 -3.032 -0.968  0.366
H18 -0.607 -2.446 -2.380  0.392
H19 -0.429 -3.601 1.102  0.375

---

Entry from the Open Molecules 2025 dataset: a molecular structure, C31H21Cl5IrN2O2S6 in a non-equilibrium geometry (wB97M-V/def2-TZVPD).

Calculated values
E_tot = -6248.46414 Eh
LUMO = 2.168 eV
HOMO energy = -4.06 eV
ΔE to the lowest compared entry with this formula, charge and spin = 31.1 kcal/mol
frontier orbital gap = 6.22 eV
total charge = -1

Last column: natural (NBO) charge in e.
Cartesian coordinates (Å):
Ir1 0.828 0.720 0.099  0.820
Cl1 6.497 -0.034 4.649  0.018
C1 5.445 0.169 3.289  -0.147
C2 4.099 0.466 3.471  -0.041
Cl2 3.442 0.597 5.066  0.029
C3 3.277 0.652 2.371  -0.199
Cl3 1.599 1.009 2.574  0.131
C4 3.717 0.566 1.043  0.424
O1 2.972 0.768 0.025  -0.684
C5 5.083 0.215 0.891  -0.150
Cl4 5.655 0.023 -0.725  0.041
C6 5.924 0.034 1.978  -0.054
Cl5 7.584 -0.372 1.724  0.032
S1 0.384 0.800 -2.221  -0.139
C7 0.504 2.485 -2.679  -0.097
C8 0.401 2.826 -4.028  -0.239
C9 0.460 4.150 -4.436  -0.250
C10 0.628 5.150 -3.485  -0.240
C11 0.739 4.807 -2.146  -0.211
C12 0.676 3.470 -1.737  -0.235
S2 0.800 3.099 -0.036  -0.102
H1 0.273 2.028 -4.757  0.200
H2 0.377 4.402 -5.488  0.199
H3 0.671 6.192 -3.788  0.200
H4 0.878 5.572 -1.385  0.207
O2 -1.121 -0.131 0.390  -0.864
C13 -1.879 -0.284 1.591  0.151
C14 -1.612 -1.655 2.234  -0.201
C15 -0.424 -2.145 2.679  -0.247
C16 -0.524 -3.460 3.226  -0.242
C17 -1.797 -3.941 3.187  -0.448
S3 -2.872 -2.807 2.490  0.443
C18 -1.642 0.810 2.644  -0.214
C19 -1.403 0.702 3.983  -0.275
C20 -1.310 1.974 4.634  -0.274
C21 -1.503 3.008 3.771  -0.428
S4 -1.794 2.460 2.177  0.512
C22 -3.378 -0.156 1.248  -0.201
C23 -4.444 0.011 2.083  -0.270
C24 -5.682 0.146 1.383  -0.260
C25 -5.518 0.099 0.033  -0.446
S5 -3.871 -0.104 -0.390  0.483
H5 0.505 -1.594 2.619  0.238
H6 0.323 -4.006 3.625  0.218
H7 -2.175 -4.897 3.531  0.228
H8 -1.289 -0.249 4.491  0.234
H9 -1.080 2.095 5.688  0.216
H10 -1.497 4.072 3.980  0.232
H11 -4.347 0.047 3.163  0.232
H12 -6.641 0.276 1.875  0.214
H13 -6.269 0.181 -0.743  0.228
C26 -2.410 -1.721 -3.134  -0.665
C27 -0.981 -2.112 -2.984  0.339
C28 -0.236 -2.600 -4.017  -0.363
C29 1.121 -2.857 -3.780  0.326
N1 1.672 -2.696 -2.589  -0.487
C30 0.931 -2.195 -1.576  0.308
S6 1.638 -1.862 -0.071  -0.147
N2 -0.400 -1.950 -1.774  -0.565
C31 2.032 -3.259 -4.900  -0.652
H14 -2.746 -1.878 -4.157  0.220
H15 -2.512 -0.664 -2.878  0.265
H16 -3.038 -2.295 -2.449  0.240
H17 -0.675 -2.739 -4.997  0.220
H18 -0.875 -1.413 -1.024  0.494
H19 1.496 -3.795 -5.684  0.209
H20 2.857 -3.859 -4.514  0.240
H21 2.461 -2.349 -5.334  0.242

---

Entry from the Open Molecules 2025 dataset: a single C20H31N3O4S molecule in a non-equilibrium geometry (wB97M-V/def2-TZVPD).

Calculated values
SMILES = CCOC(=O)Cc1csc(NC(=O)[C@@H](CC(C)C)NC(=O)C2CCCCC2)n1
E_tot = -1644.20948 Eh
LUMO = 0.685 eV
HOMO energy = -8.53 eV
ΔE to the lowest compared entry with this formula, charge and spin = 2.9 kcal/mol
frontier orbital gap = 9.22 eV

Last column: natural (NBO) charge in e.
Cartesian coordinates (Å):
C1 7.610 1.881 -0.905  -0.634
C2 8.119 0.676 -0.127  -0.077
O1 7.097 0.129 0.712  -0.504
C3 6.232 -0.714 0.149  0.812
O2 6.264 -1.054 -1.003  -0.605
C4 5.225 -1.207 1.174  -0.533
C5 3.845 -1.235 0.599  0.130
C6 3.441 -1.947 -0.487  -0.456
S1 1.770 -1.676 -0.820  0.463
C7 1.752 -0.607 0.554  0.208
N1 0.605 0.048 0.932  -0.615
C8 -0.571 -0.104 0.267  0.700
O3 -0.684 -0.857 -0.680  -0.616
C9 -1.724 0.717 0.814  -0.138
C10 -1.493 2.241 0.757  -0.394
C11 -1.407 2.829 -0.656  -0.226
C12 -1.610 4.342 -0.581  -0.597
C13 -0.075 2.519 -1.336  -0.613
N2 -2.916 0.342 0.090  -0.631
C14 -4.144 0.418 0.654  0.705
O4 -4.319 0.918 1.745  -0.637
C15 -5.248 -0.192 -0.195  -0.311
C16 -6.599 0.437 0.143  -0.392
C17 -7.720 -0.231 -0.645  -0.395
C18 -7.752 -1.731 -0.368  -0.397
C19 -6.407 -2.362 -0.715  -0.395
C20 -5.286 -1.701 0.080  -0.389
N3 2.874 -0.475 1.177  -0.479
H1 6.814 1.576 -1.581  0.224
H2 7.225 2.634 -0.223  0.211
H3 8.421 2.308 -1.487  0.216
H4 8.924 0.957 0.555  0.189
H5 8.464 -0.101 -0.815  0.198
H6 5.529 -2.216 1.465  0.247
H7 5.246 -0.559 2.049  0.252
H8 4.032 -2.590 -1.104  0.252
H9 0.682 0.659 1.732  0.426
H10 -1.873 0.451 1.872  0.240
H11 -2.346 2.689 1.270  0.237
H12 -0.592 2.500 1.317  0.195
H13 -2.217 2.402 -1.256  0.204
H14 -2.574 4.579 -0.138  0.210
H15 -0.831 4.800 0.023  0.200
H16 -1.574 4.781 -1.575  0.209
H17 0.042 1.455 -1.523  0.212
H18 0.757 2.859 -0.722  0.200
H19 -0.019 3.030 -2.294  0.214
H20 -2.755 -0.184 -0.758  0.423
H21 -5.020 -0.028 -1.254  0.204
H22 -6.775 0.326 1.214  0.218
H23 -6.568 1.506 -0.077  0.211
H24 -8.678 0.218 -0.374  0.209
H25 -7.563 -0.064 -1.714  0.190
H26 -7.967 -1.899 0.689  0.195
H27 -8.546 -2.202 -0.952  0.207
H28 -6.429 -3.432 -0.498  0.210
H29 -6.214 -2.242 -1.784  0.192
H30 -5.455 -1.859 1.148  0.207
H31 -4.326 -2.153 -0.180  0.209

---

Entry from the Open Molecules 2025 dataset: a gas-phase ion, C4H9N2 (charge +1) in a non-equilibrium geometry (wB97M-V/def2-TZVPD).

Calculated values
E_tot = -266.80951 Eh
LUMO (alpha / beta) = -3.199 / -8.713 eV
multiplicity = 3
HOMO energy (alpha / beta) = -13.34 / -16.61 eV
ΔE to the lowest compared entry with this formula, charge and spin = 73.9 kcal/mol
frontier orbital gap (alpha / beta) = 10.14 / 7.90 eV
total charge = +1

Last column: natural (NBO) charge in e.
Cartesian coordinates (Å):
C1 -0.904 -0.249 -1.368  -0.203
C2 0.109 0.017 -0.185  0.208
C3 0.858 1.271 0.338  -0.653
C4 0.897 -1.187 0.286  -0.627
N1 -2.237 0.270 0.649  -0.019
N2 -1.322 -0.037 -0.030  -0.145
H1 -1.068 0.568 -2.212  0.278
H2 -0.721 -1.264 -1.678  0.252
H3 2.006 1.350 0.091  0.281
H4 0.812 1.319 1.443  0.246
H5 0.337 2.105 -0.142  0.235
H6 0.594 -2.116 -0.323  0.224
H7 0.763 -1.410 1.283  0.240
H8 1.919 -1.015 0.142  0.256
H9 -2.042 0.379 1.707  0.428

---

ΔE to the lowest compared entry with this formula, charge and spin of number 2 (C31H21Cl5IrN2O2S6)?
31.1 kcal/mol

---

Look up the ΔE to the lowest compared entry with this formula, charge and spin of the third one.
2.9 kcal/mol

---

Which of these has the lowest ΔE to the lowest compared entry with this formula, charge and spin?
C20H31N3O4S

---

What is the formula in the second record?
C31H21Cl5IrN2O2S6